Entry from the Open Molecules 2025 dataset: C21H33N5O3 in the gas phase (the ωB97M-V functional and the def2-TZVPD basis).

E_HOMO = -9.276 eV
Energy relative to the best compared isomer or geometry (same formula, charge and spin) = 6.72 kcal per mole
LUMO energy = 0.5 eV

ORCA input file:
```
! wB97M-V def2-TZVPD RIJCOSX def2/J DEFGRID3
* xyz 0 1
C -0.606 -0.214 -4.236
O 0.284 -0.301 -3.145
C -0.341 -0.754 -1.970
C 0.707 -0.743 -0.864
C 0.101 -1.143 0.474
N -0.786 -0.102 0.957
C -2.127 -0.343 1.075
O -2.582 -1.461 0.897
C -3.001 0.842 1.425
C -3.172 2.006 0.415
C -4.603 2.176 0.956
C -4.548 0.726 1.465
C -5.262 -0.371 0.638
C -5.565 -1.117 1.954
C -5.256 0.189 2.719
C -0.119 1.176 1.107
C 0.475 1.626 -0.218
N 1.351 0.579 -0.747
C 2.234 1.018 -1.717
O 2.260 2.182 -2.064
C 3.352 0.105 -2.227
C 3.638 -1.176 -1.530
N 3.489 -2.370 -2.039
N 3.832 -3.280 -1.072
C 4.175 -2.603 -0.014
N 4.064 -1.263 -0.236
C 4.466 -0.157 0.638
C 5.949 0.143 0.454
C 4.119 -0.461 2.087
H -0.043 0.163 -5.086
H -1.023 -1.195 -4.484
H -1.430 0.475 -4.016
H -1.199 -0.112 -1.723
H -0.720 -1.777 -2.092
H 1.456 -1.478 -1.137
H -0.472 -2.061 0.375
H 0.903 -1.305 1.201
H -2.674 1.247 2.389
H -2.493 2.856 0.477
H -3.174 1.627 -0.609
H -4.631 2.890 1.782
H -5.393 2.417 0.244
H -6.172 0.051 0.204
H -4.700 -0.901 -0.126
H -6.559 -1.545 2.074
H -4.812 -1.880 2.143
H -4.662 0.123 3.633
H -6.162 0.763 2.928
H -0.806 1.927 1.483
H 0.687 1.061 1.842
H -0.322 1.872 -0.928
H 1.072 2.525 -0.087
H 3.118 -0.144 -3.262
H 4.232 0.750 -2.249
H 4.502 -3.032 0.918
H 3.877 0.702 0.317
H 6.236 1.002 1.061
H 6.551 -0.714 0.762
H 6.178 0.366 -0.588
H 4.326 0.416 2.700
H 3.065 -0.716 2.195
H 4.719 -1.284 2.477
*
```

***

Entry from the Open Molecules 2025 dataset: a molecular structure, C21H34AsCl3GeIN2S2Si2Tc in a non-equilibrium geometry (the ωB97M-V functional and the def2-TZVPD basis).

E_HOMO (alpha / beta) = -14.097 / -13.817 eV
Energy relative to the best compared isomer or geometry (same formula, charge and spin) = 37.78 kcal per mole
LUMO energy (alpha / beta) = -8.0 / -7.8 eV

ORCA input file:
```
! wB97M-V def2-TZVPD RIJCOSX def2/J DEFGRID3
* xyz 2 3
Tc 0.508 -0.292 -1.365
C 1.420 -1.908 5.434
Si 2.249 -2.715 3.952
C 2.286 -4.588 4.058
C 4.013 -2.064 3.856
C 0.992 -2.316 2.521
C -0.313 -2.712 2.787
C -1.350 -2.387 1.923
C -1.069 -1.635 0.819
N 0.185 -1.258 0.482
C 1.203 -1.635 1.305
S 2.890 -1.270 0.945
H 2.061 -2.020 6.311
H 0.458 -2.365 5.675
H 1.252 -0.840 5.281
H 2.963 -4.894 4.859
H 2.645 -5.045 3.134
H 1.305 -5.011 4.283
H 4.477 -2.280 4.823
H 4.077 -0.986 3.705
H 4.613 -2.558 3.093
H -0.524 -3.271 3.691
H -2.370 -2.683 2.124
H -1.859 -1.276 0.178
C -3.169 4.279 -1.133
Si -3.706 2.503 -0.806
C -4.830 1.841 -2.157
C -4.436 2.290 0.911
C -2.128 1.492 -0.901
C -1.122 0.804 -1.018
H -4.033 4.944 -1.168
H -2.647 4.353 -2.089
H -2.505 4.632 -0.341
H -5.708 2.481 -2.262
H -5.182 0.836 -1.920
H -4.320 1.808 -3.121
H -5.335 2.901 1.010
H -3.730 2.599 1.683
H -4.715 1.252 1.096
I -4.896 -2.463 -3.192
C -2.816 -2.655 -3.150
C -2.176 -3.686 -3.825
C -0.799 -3.778 -3.704
C -0.119 -2.847 -2.947
N -0.729 -1.820 -2.329
C -2.069 -1.740 -2.431
H -2.735 -4.392 -4.423
H -0.247 -4.564 -4.199
H 0.949 -2.940 -2.827
H -2.546 -0.907 -1.936
Cl 3.259 -3.334 -1.924
Ge 3.110 -1.266 -1.361
Cl 4.957 -0.314 -1.742
Cl 1.793 -0.251 -3.199
C 1.016 4.780 -0.164
As 2.050 3.501 -1.181
C 3.918 3.919 -0.933
C 1.646 3.754 -3.055
S 1.861 1.524 -0.344
H 1.328 5.782 -0.457
H 1.206 4.629 0.896
H -0.043 4.643 -0.371
H 4.085 4.977 -1.127
H 4.512 3.319 -1.620
H 4.204 3.681 0.089
H 1.875 4.792 -3.297
H 0.594 3.553 -3.246
H 2.269 3.095 -3.655
*
```

***

Entry from the Open Molecules 2025 dataset: a gas-phase ion, C21H34Cl2N4O7P3S (charge +1) in a non-equilibrium geometry (the ωB97M-V functional and the def2-TZVPD basis).

E_HOMO = -10.542 eV
LUMO energy = -5.2 eV

ORCA input file:
```
! wB97M-V def2-TZVPD RIJCOSX def2/J DEFGRID3
* xyz 1 1
C -4.448 -2.117 2.450
C -4.926 -0.592 2.185
O -6.141 -0.326 2.293
O -3.890 0.329 1.893
C -4.387 1.529 1.232
C -3.219 2.627 1.298
C -2.653 3.052 -0.168
C -1.931 1.814 -0.893
C -0.365 1.984 -1.167
C 0.579 1.949 0.144
P 0.597 3.756 0.877
O -0.467 3.886 2.207
O 0.339 4.931 -0.327
O -0.046 1.151 1.139
C 0.320 -0.217 1.217
C -0.765 -1.259 0.589
C -0.713 -1.413 -0.999
C -0.922 -2.984 -1.341
C 0.142 -3.697 -2.204
C 0.131 -5.194 -2.594
C -1.062 -6.046 -2.062
C -2.164 -5.332 -1.228
C -2.136 -3.820 -0.850
N 1.676 -0.627 0.787
C 2.288 0.198 -0.237
N 3.166 -0.446 -1.054
P 3.475 -2.197 -0.720
N 4.176 -2.350 0.736
P 3.983 0.402 -2.375
O 5.304 1.329 -1.757
O 4.742 -0.841 -3.308
S 2.836 1.378 -3.574
N 1.950 1.602 -0.296
C 3.023 2.519 0.085
Cl 3.469 3.804 -1.172
C 3.773 2.554 1.285
C 3.445 1.544 2.469
Cl 5.116 3.780 1.488
H -4.780 -2.822 1.619
H -4.743 -2.479 3.502
H -3.293 -2.130 2.441
H -4.670 1.269 0.158
H -5.294 1.990 1.778
H -2.382 2.191 1.952
H -3.632 3.566 1.831
H -2.053 4.020 -0.138
H -3.606 3.294 -0.780
H -2.229 0.873 -0.325
H -2.426 1.720 -1.935
H -0.034 1.084 -1.820
H -0.229 2.900 -1.832
H -0.901 4.774 2.153
H 0.769 4.717 -1.184
H 0.277 -0.479 2.348
H -0.569 -2.308 1.036
H -1.830 -0.967 0.903
H 0.219 -1.025 -1.524
H -1.614 -0.890 -1.498
H 1.013 -3.067 -2.593
H 0.989 -5.598 -3.221
H -1.089 -7.155 -2.302
H -3.056 -5.935 -0.866
H -2.971 -3.320 -0.234
H 2.292 -0.815 1.589
H 2.265 -2.961 -0.660
H 4.382 -2.779 -1.658
H 4.286 -1.406 1.165
H 5.879 0.688 -1.275
H 5.706 -0.843 -3.059
H 4.210 0.684 2.400
H 2.361 1.175 2.492
H 3.662 2.095 3.450
*
```

***

Entry from the Open Molecules 2025 dataset: a molecular structure, C21H34F9GaIO6S in a non-equilibrium geometry (the ωB97M-V functional and the def2-TZVPD basis).

E_HOMO = -4.431 eV
LUMO energy = -0.7 eV

ORCA input file:
```
! wB97M-V def2-TZVPD RIJCOSX def2/J DEFGRID3
* xyz -1 1
F 3.945 -2.165 -0.244
C 2.983 -1.045 -0.091
F 2.563 -1.094 1.362
C 1.559 -1.332 -0.922
C 0.247 -0.636 -0.230
C -0.878 -1.751 0.306
C -1.479 -2.624 -0.976
Ga -2.749 -1.467 -2.186
C -4.145 -0.612 -0.910
C -4.268 0.973 -1.319
C -4.500 1.902 0.023
I -2.509 2.217 0.935
C 3.591 0.450 -0.321
F 4.397 0.776 0.915
F 2.550 1.536 -0.387
S 4.725 0.689 -1.774
F 4.055 -0.577 -2.703
F 5.992 -0.265 -1.131
F 5.417 2.049 -0.927
F 3.562 1.822 -2.427
F 5.750 1.047 -3.107
H 1.623 -1.038 -2.053
H 1.417 -2.515 -0.860
H -0.318 -0.052 -1.105
H 0.490 0.185 0.580
H -0.324 -2.510 1.003
H -1.708 -1.174 0.897
H -2.102 -3.514 -0.486
H -0.569 -3.064 -1.611
H -1.933 -0.358 -3.026
H -3.584 -2.396 -3.230
H -3.753 -0.728 0.203
H -5.197 -1.155 -0.958
H -5.149 1.189 -2.064
H -3.254 1.335 -1.815
H -4.992 2.904 -0.339
H -5.157 1.313 0.792
O -2.757 -4.488 2.297
C -2.138 -3.938 3.193
O -1.634 -2.672 3.116
C -0.879 -2.396 4.295
C -1.398 -3.355 5.333
C -1.780 -4.559 4.509
H 0.182 -2.555 4.075
H -1.027 -1.353 4.592
H -0.670 -3.575 6.118
H -2.294 -2.937 5.810
H -0.936 -5.238 4.366
H -2.634 -5.086 4.942
O 11.844 -2.503 -2.665
C 10.770 -2.027 -2.337
O 9.924 -2.591 -1.425
C 8.720 -1.827 -1.369
C 9.089 -0.464 -1.892
C 10.165 -0.777 -2.900
H 7.965 -2.321 -1.989
H 8.359 -1.784 -0.337
H 8.239 0.079 -2.314
H 9.510 0.143 -1.082
H 9.747 -0.996 -3.887
H 10.904 0.025 -2.961
O -7.229 3.492 1.462
C -7.391 4.513 0.815
O -6.704 4.820 -0.324
C -7.068 6.132 -0.752
C -8.412 6.396 -0.124
C -8.328 5.627 1.171
H -6.303 6.836 -0.409
H -7.115 6.164 -1.844
H -8.621 7.460 0.012
H -9.205 5.973 -0.752
H -7.884 6.226 1.971
H -9.305 5.241 1.471
*
```

***

Entry from the Open Molecules 2025 dataset: a molecular structure, C21H34IrN2O3S3 in a non-equilibrium geometry (the ωB97M-V functional and the def2-TZVPD basis).

E_HOMO (alpha / beta) = -15.419 / -15.412 eV
Energy relative to the best compared isomer or geometry (same formula, charge and spin) = 78.01 kcal per mole
LUMO energy (alpha / beta) = -10.5 / -10.5 eV

ORCA input file:
```
! wB97M-V def2-TZVPD RIJCOSX def2/J DEFGRID3
* xyz 3 1
Ir 0.423 0.564 -0.892
C 3.332 2.127 0.369
C 3.725 0.974 -0.529
S 2.658 0.624 -1.962
C 2.725 2.123 -2.997
C 1.902 3.310 -2.541
S 0.212 2.850 -2.016
C -0.013 3.897 -0.551
C 1.016 3.770 0.564
S 1.585 2.072 0.928
H 3.521 3.095 -0.090
H 3.936 2.068 1.274
H 3.702 0.035 0.024
H 4.738 1.126 -0.905
H 2.396 1.771 -3.974
H 3.778 2.400 -3.079
H 1.780 3.994 -3.382
H 2.375 3.855 -1.729
H -1.008 3.619 -0.202
H -0.052 4.931 -0.896
H 0.561 4.128 1.487
H 1.900 4.380 0.387
C -0.707 0.300 6.110
O -1.950 0.514 5.438
C -2.028 0.453 4.131
C -3.326 0.723 3.597
C -3.543 0.742 2.233
C -2.513 0.496 1.332
C -2.730 0.599 -0.107
C -4.130 0.640 -0.640
O -1.803 0.664 -0.931
C -1.205 0.134 1.865
O -0.265 -0.245 1.104
C -0.994 0.162 3.268
H -0.930 0.372 7.168
H 0.017 1.070 5.836
H -0.300 -0.688 5.886
H -4.127 0.920 4.299
H -4.532 0.987 1.872
H -4.714 -0.202 -0.267
H -4.108 0.625 -1.727
H -4.628 1.558 -0.320
H -0.006 -0.096 3.626
C 0.711 -3.770 -2.922
C 0.734 -2.229 -2.763
N 0.269 -1.842 -1.419
C 1.095 -2.530 -0.405
C 0.899 -4.063 -0.493
N 0.067 -4.349 -1.702
C -1.300 -3.770 -1.525
C -1.139 -2.253 -1.260
H 1.713 -4.186 -3.009
H 0.137 -4.076 -3.794
H 0.091 -1.755 -3.503
H 1.744 -1.855 -2.912
H 0.815 -2.163 0.580
H 2.138 -2.269 -0.580
H 0.381 -4.458 0.379
H 1.848 -4.585 -0.592
H -0.013 -5.361 -1.817
H -1.787 -4.275 -0.694
H -1.874 -3.968 -2.428
H -1.451 -2.004 -0.247
H -1.751 -1.681 -1.955
*
```

***

Entry from the Open Molecules 2025 dataset: a molecular structure, C21H34MgN5O2S2 in a non-equilibrium geometry (the ωB97M-V functional and the def2-TZVPD basis).

E_HOMO = -10.194 eV
Energy relative to the best compared isomer or geometry (same formula, charge and spin) = 8.61 kcal per mole
LUMO energy = -3.1 eV

ORCA input file:
```
! wB97M-V def2-TZVPD RIJCOSX def2/J DEFGRID3
* xyz 1 1
Mg 0.080 0.208 -1.633
C -0.023 5.501 2.197
C -0.193 4.000 2.531
N -0.974 3.256 1.534
C -0.403 2.639 0.475
S -1.417 2.134 -0.827
N 0.926 2.524 0.397
N 1.290 1.741 -0.631
C 2.459 1.949 -1.186
C 3.440 2.903 -0.585
C 2.747 1.296 -2.430
C 4.043 1.306 -2.993
C 4.291 0.514 -4.110
C 3.202 -0.116 -4.725
C 1.912 -0.035 -4.187
N 1.705 0.612 -3.033
H 0.447 6.008 3.038
H -0.986 5.984 2.049
H 0.610 5.603 1.333
H -0.759 3.899 3.483
H 0.770 3.516 2.625
H -1.945 3.530 1.441
H 2.969 3.418 0.262
H 3.734 3.680 -1.297
H 4.354 2.426 -0.204
H 4.813 1.929 -2.565
H 5.287 0.468 -4.501
H 3.327 -0.611 -5.690
H 1.028 -0.506 -4.637
C 2.733 -3.793 -2.170
C 3.307 -2.758 -1.387
C 2.487 -1.773 -0.871
N 1.122 -1.747 -1.097
C 0.580 -2.860 -1.666
C 1.343 -3.886 -2.205
H 3.371 -4.490 -2.692
H 4.380 -2.660 -1.246
H 2.914 -0.918 -0.321
H -0.513 -2.856 -1.782
H 0.845 -4.747 -2.634
C -4.774 -3.149 1.698
C -4.868 -1.882 2.582
C -4.701 -0.572 1.846
S -3.023 -0.085 1.184
O -2.740 -1.186 0.184
C -1.971 -0.369 2.723
C -1.248 -1.703 2.900
C 0.130 -1.750 2.173
H -4.909 -4.002 2.356
H -3.823 -3.216 1.192
H -5.617 -3.169 1.003
H -4.156 -1.921 3.404
H -5.862 -1.866 3.017
H -4.998 0.289 2.445
H -5.306 -0.534 0.945
H -2.659 -0.171 3.548
H -1.239 0.433 2.618
H -1.903 -2.519 2.568
H -1.098 -1.832 3.965
H -0.011 -1.647 1.090
H 0.591 -2.699 2.378
H 0.777 -0.948 2.529
O -1.570 -0.978 -2.149
H -2.162 -0.792 -2.904
H -2.164 -1.018 -1.351
*
```

***

Entry from the Open Molecules 2025 dataset: C21H34N2 in the gas phase (the ωB97M-V functional and the def2-TZVPD basis).

E_HOMO = -7.294 eV
Energy relative to the best compared isomer or geometry (same formula, charge and spin) = 1.35 kcal per mole
LUMO energy = 0.7 eV

ORCA input file:
```
! wB97M-V def2-TZVPD RIJCOSX def2/J DEFGRID3
* xyz 0 1
C -5.014 -0.680 2.047
C -4.871 0.280 0.871
C -4.563 -0.466 -0.427
C -4.314 0.459 -1.628
C -2.835 0.651 -1.968
C -2.055 1.436 -0.917
C -0.576 1.546 -1.282
C 0.255 2.253 -0.212
H 1.200 2.566 -0.658
H -0.269 3.150 0.123
C 0.555 1.383 1.020
N 1.428 0.269 0.714
C 0.906 -0.970 0.470
C 1.599 -1.956 -0.142
C 2.940 -1.754 -0.628
N 3.650 -2.562 -1.331
H 3.166 -3.428 -1.558
C 3.508 -0.480 -0.210
C 2.779 0.458 0.439
C 3.407 1.728 0.955
C 4.931 1.654 0.971
C 5.430 1.138 -0.370
C 4.962 -0.299 -0.535
H 5.542 -0.961 0.114
H 5.115 -0.660 -1.553
H 5.025 1.759 -1.172
H 6.519 1.188 -0.421
H 5.338 2.644 1.189
H 5.257 0.973 1.760
H 3.103 2.579 0.338
H 3.055 1.918 1.973
C 0.779 -3.211 -0.247
H 1.354 -4.104 0.007
H 0.405 -3.335 -1.269
C -0.367 -2.960 0.743
H -1.305 -3.407 0.415
H -0.109 -3.389 1.712
C -0.470 -1.431 0.872
H -0.738 -1.131 1.886
H -1.224 -1.041 0.186
H 1.007 2.008 1.793
H -0.377 0.987 1.421
H -0.489 2.102 -2.218
H -0.161 0.551 -1.460
H -2.481 2.438 -0.825
H -2.157 0.946 0.051
H -2.371 -0.330 -2.104
H -2.760 1.178 -2.923
H -4.772 1.432 -1.440
H -4.803 0.036 -2.509
H -3.693 -1.108 -0.275
H -5.408 -1.123 -0.644
H -4.080 1.000 1.089
H -5.799 0.843 0.748
H -5.814 -1.394 1.860
H -5.246 -0.137 2.960
H -4.092 -1.236 2.201
*
```